No. 1
A molecular structure, C48H34BrCl5N3O3S2Ta, computed with ωB97M-V/def2-TZVPD.

Positions of all 97 atoms, in Å:
Ta  -2.0282  0.3580  -0.8118
Br  -4.1015  -5.1154  -1.1353
Cl  -4.6211  -2.3596  5.0101
Cl  -2.9281  -3.0445  2.4586
Cl  -5.0042  2.7786  3.3535
Cl  -5.5519  0.5628  5.5246
Cl  -3.4314  1.9199  0.7096
S  0.4081  -0.7812  2.0613
S  0.1139  -0.9290  -1.3154
O  0.9782  -1.6467  0.9774
O  -0.7489  0.0223  -2.3126
O  -2.5178  -0.6372  0.6910
N  -2.4765  2.0611  -2.0028
N  -2.9501  -1.2502  -1.8069
N  -2.4648  3.7515  -3.3664
C  3.3035  1.0892  -0.2926
C  4.3206  0.4727  -1.0799
C  1.9598  0.6917  -0.4873
C  5.6711  0.8273  -0.8596
C  -1.7207  3.0229  -2.5493
C  3.9751  -0.5012  -2.0516
C  4.9936  2.3219  0.9130
C  -4.1984  -3.2405  -3.2763
C  0.2389  -3.6197  -1.1345
C  3.9973  -0.2579  3.7695
C  -0.2999  -3.9830  -3.8522
C  -3.7733  2.2268  -2.5236
C  -3.2806  -1.0467  -3.1138
C  -4.7085  0.1728  4.1098
C  -4.2674  -1.1452  3.8834
C  -3.7528  0.8093  2.0362
C  1.7071  -0.3208  -1.3847
C  0.8626  1.4230  0.2300
C  -0.1504  3.6179  0.7056
C  -0.2677  4.9982  0.4151
C  0.6491  2.7913  -0.1298
C  5.9994  1.7252  0.1148
C  3.6691  0.0873  5.0837
C  -3.2510  -0.4625  1.8288
C  0.1819  0.8931  1.3423
C  4.7389  0.2982  6.1102
C  0.1581  -4.8914  -1.6696
C  0.0479  -2.5381  -1.9969
C  3.0188  -0.5185  2.8279
C  -0.2402  -2.6946  -3.3507
C  1.6865  -0.4055  3.2108
C  -0.6323  1.7380  2.1461
C  -4.4622  1.1779  3.1592
C  1.2593  3.3694  -1.2775
C  1.1244  4.7071  -1.5329
C  -0.7748  3.0579  1.8478
C  -3.2276  -2.4490  -1.2363
C  -0.1023  -5.0973  -3.0294
C  0.3702  5.5344  -0.6696
C  -3.9146  -2.0097  -3.8566
C  -3.7570  3.2748  -3.3756
C  2.6930  -0.9420  -2.1846
C  -0.1535  -6.4858  -3.5854
C  -3.5249  -1.4676  2.7372
C  -3.8253  -3.4668  -1.9564
C  1.3237  -0.0854  4.5157
C  3.6792  2.0251  0.7107
C  2.3201  0.1768  5.4376
H  4.7516  -0.9115  -2.6845
H  -3.0260  -0.0884  -3.5449
H  -2.1343  4.5513  -3.8943
H  -4.6086  1.6088  -2.2336
H  5.2771  3.0163  1.6925
H  6.4403  0.3652  -1.4647
H  -0.4730  -6.4995  -4.6245
H  0.3112  -5.7466  -1.0231
H  -4.1761  -1.8085  -4.8865
H  2.4379  -1.7114  -2.8988
H  4.4446  1.0431  6.8475
H  1.6126  5.1422  -2.3954
H  -2.9614  -2.5917  -0.2018
H  -1.3651  3.7030  2.4886
H  5.0399  -0.3356  3.4873
H  2.9230  2.4844  1.3349
H  0.2819  -0.0513  4.8142
H  0.4676  -3.4622  -0.0888
H  -0.4843  -4.1298  -4.9093
H  1.8426  2.7522  -1.9480
H  -0.8500  5.6271  1.0771
H  0.8347  -6.9468  -3.5265
H  2.0539  0.4329  6.4551
H  -0.8249  -7.1140  -2.9986
H  -4.5345  3.7069  -3.9838
H  0.3115  6.5972  -0.8650
H  5.6841  0.5895  5.6572
H  3.2774  -0.8191  1.8207
H  -4.7034  -4.0152  -3.8408
H  -0.6680  3.1877  -2.3607
H  4.9107  -0.6353  6.6520
H  -0.3892  -1.8397  -3.9979
H  -1.0791  1.3243  3.0448
H  7.0360  1.9833  0.2856

HOMO energy (eV): -17.4368
DFT total energy (eV): -216780.4263
LUMO energy (eV): -13.223
Net charge: +4
Frontier orbital gap (eV): 4.21

Just the Löwdin charges please, in e? Sure, here they are:
1 Ta 1.799
2 Br 0.923
3 Cl 0.825
4 Cl 0.817
5 Cl 0.807
6 Cl 0.829
7 Cl 0.892
8 S 1.051
9 S 1.109
10 O -0.532
11 O -0.545
12 O -0.347
13 N -0.183
14 N -0.109
15 N 0.152
16 C -0.111
17 C -0.114
18 C -0.150
19 C 0.014
20 C -0.092
21 C 0.040
22 C -0.016
23 C -0.006
24 C -0.034
25 C -0.003
26 C 0.005
27 C -0.129
28 C -0.103
29 C -0.674
30 C -0.667
31 C -0.516
32 C -0.329
33 C -0.152
34 C -0.152
35 C 0.015
36 C -0.144
37 C -0.004
38 C -0.227
39 C -0.396
40 C -0.315
41 C -0.018
42 C 0.012
43 C -0.397
44 C -0.055
45 C -0.063
46 C -0.393
47 C -0.119
48 C -0.687
49 C -0.038
50 C -0.032
51 C -0.028
52 C -0.125
53 C -0.220
54 C -0.012
55 C 0.021
56 C 0.009
57 C -0.006
58 C -0.008
59 C -0.593
60 C -0.638
61 C -0.066
62 C -0.009
63 C -0.003
64 H 0.143
65 H 0.111
66 H 0.199
67 H 0.124
68 H 0.128
69 H 0.135
70 H 0.093
71 H 0.141
72 H 0.144
73 H 0.127
74 H 0.094
75 H 0.133
76 H 0.068
77 H 0.140
78 H 0.130
79 H 0.129
80 H 0.113
81 H 0.105
82 H 0.135
83 H 0.137
84 H 0.136
85 H 0.111
86 H 0.133
87 H 0.100
88 H 0.155
89 H 0.132
90 H 0.090
91 H 0.114
92 H 0.142
93 H 0.118
94 H 0.108
95 H 0.124
96 H 0.122
97 H 0.131


No. 2
A molecular structure, C48H35Cl2N3O6P2RuSTe, computed with ωB97M-V/def2-TZVPD.

Positions of all 99 atoms, in Å:
Te  3.1137  -0.8999  2.4893
Ru  -0.6745  -1.3975  -0.6704
Cl  -5.6161  -0.9030  -0.8630
Cl  -4.8241  -1.6405  -6.1374
S  0.3008  2.8715  1.0732
P  -0.2423  -0.6718  1.4981
P  1.6065  -0.7474  -0.5741
O  -1.3576  -4.2331  0.1997
O  -1.3503  0.6605  -1.4665
O  -2.7102  -1.5115  -0.6463
O  -1.4699  2.9581  3.0912
O  0.4098  -3.8319  -1.0227
O  1.7272  2.8356  1.4546
N  3.2326  3.3901  4.8767
N  0.0281  1.6412  0.0024
N  -1.0227  -1.9035  -2.6637
C  -0.9912  1.6944  -0.8304
C  -3.3620  1.6751  1.1024
C  -1.8626  -2.1577  -5.2941
C  4.0381  1.9240  3.1606
C  -2.8075  -1.8158  -4.3031
C  -1.8614  4.8009  -2.7322
C  -0.1706  -2.2511  -3.6006
C  2.4093  2.4219  5.2732
C  3.0641  -1.8385  -0.7928
C  -0.6226  1.9669  2.5523
C  2.3405  1.1757  4.6631
C  -0.3205  -1.8045  2.9320
C  5.2844  -2.3028  -1.6221
C  5.2486  -3.5659  -1.0517
C  2.9311  2.7522  -3.2521
C  -2.3370  -1.7189  -2.9789
C  -2.5536  0.6695  1.4942
C  4.0317  3.1335  3.8422
C  -3.0930  3.1465  1.1099
C  1.6323  0.7591  -2.8984
C  -2.7904  5.4363  -1.9231
C  2.0495  1.7941  -3.7284
C  1.5361  -0.3593  1.2056
C  -4.5246  -1.2413  -2.1626
C  -3.1952  -1.4740  -1.8646
C  -0.9854  -1.4588  4.1051
C  -0.5149  -3.3760  -0.3793
C  -1.3360  3.5843  -2.3310
C  2.1090  0.6749  -1.5962
C  3.4013  2.6723  -1.9460
C  -0.4703  -3.6108  5.0545
C  -2.6242  3.6500  -0.2822
C  -1.6968  3.0045  -1.1154
C  0.1926  -3.9653  3.8855
C  4.1240  -3.9694  -0.3462
C  -2.3825  -3.8063  1.1081
C  4.1978  -1.4457  -1.5031
C  3.0471  -3.1100  -0.2106
C  -2.2248  3.6883  2.2185
C  3.0028  1.6314  -1.1234
C  0.2609  -3.0698  2.8328
C  -1.2522  0.7386  2.0596
C  -3.1642  4.8568  -0.7216
C  -0.5639  -2.3945  -4.9403
C  -4.1805  -1.5701  -4.5243
C  3.1599  0.9353  3.5726
C  -5.0085  -1.2778  -3.4795
C  -1.0596  -2.3606  5.1621
H  -1.5481  5.2409  -3.6711
H  -2.1706  -4.2440  2.0821
H  0.9231  0.0325  -3.2690
H  -3.2317  6.3778  -2.2262
H  1.6779  1.8508  -4.7441
H  -6.0573  -1.0841  -3.6613
H  -2.1835  -2.2469  -6.3235
H  6.0932  -4.2362  -1.1587
H  -2.4286  -2.7281  1.1889
H  1.7714  2.6537  6.1204
H  -2.4552  4.6687  2.6137
H  0.6527  -4.9425  3.7929
H  0.7588  -3.3571  1.9146
H  2.1739  -3.4378  0.3293
H  0.1730  -2.6836  -5.6772
H  -4.3004  1.3958  0.6332
H  3.2552  3.5610  -3.8955
H  4.0793  -4.9591  0.0927
H  3.3582  1.5767  -0.1015
H  -4.0661  3.6254  1.2506
H  4.7065  1.7668  2.3237
H  0.1938  1.7832  3.2498
H  6.1614  -1.9770  -2.1674
H  1.6624  0.4177  5.0377
H  0.8486  -2.4331  -3.2864
H  4.2475  -0.4724  -1.9671
H  4.6952  3.9368  3.5391
H  4.0821  3.4221  -1.5634
H  -2.9118  -0.3332  1.2863
H  -3.9063  5.3551  -0.1065
H  -0.6178  3.0669  -2.9572
H  -0.5294  -4.3110  5.8791
H  -3.3331  -4.1801  0.7351
H  -1.5820  -2.0804  6.0690
H  -1.4486  -0.4841  4.1962

HOMO energy (spin up / spin down) (eV): -6.9581 / -7.8046
DFT total energy (eV): -131428.1620
LUMO energy (spin up / spin down) (eV): -0.302 / -1.818
Multiplicity: 5
Frontier orbital gap (spin up / spin down) (eV): 6.66 / 5.99

Just the Löwdin charges please, in e? Sure, here they are:
1 Te 1.345
2 Ru 1.060
3 Cl 0.718
4 Cl 0.689
5 S 1.016
6 P 0.884
7 P 0.895
8 O -0.054
9 O -0.063
10 O -0.249
11 O -0.080
12 O -0.003
13 O -0.480
14 N 0.070
15 N -0.197
16 N -0.011
17 C -0.527
18 C 0.001
19 C -0.005
20 C -0.146
21 C -0.163
22 C -0.072
23 C -0.114
24 C -0.146
25 C -0.366
26 C -0.353
27 C -0.139
28 C -0.365
29 C -0.071
30 C -0.076
31 C -0.078
32 C -0.127
33 C -0.118
34 C -0.142
35 C -0.228
36 C -0.094
37 C -0.076
38 C -0.081
39 C -0.778
40 C -0.570
41 C -0.369
42 C -0.074
43 C -0.583
44 C -0.014
45 C -0.383
46 C -0.061
47 C -0.076
48 C -0.122
49 C -0.104
50 C -0.071
51 C -0.065
52 C -0.057
53 C -0.072
54 C -0.147
55 C -0.085
56 C -0.103
57 C -0.150
58 C -0.304
59 C -0.035
60 C -0.026
61 C -0.608
62 C -0.545
63 C -0.116
64 C -0.071
65 H 0.104
66 H 0.086
67 H 0.080
68 H 0.104
69 H 0.106
70 H 0.108
71 H 0.097
72 H 0.106
73 H 0.047
74 H 0.107
75 H 0.119
76 H 0.112
77 H 0.081
78 H 0.068
79 H 0.111
80 H 0.102
81 H 0.103
82 H 0.111
83 H 0.095
84 H 0.135
85 H 0.090
86 H 0.108
87 H 0.106
88 H 0.093
89 H 0.115
90 H 0.097
91 H 0.108
92 H 0.110
93 H 0.086
94 H 0.115
95 H 0.112
96 H 0.106
97 H 0.098
98 H 0.106
99 H 0.104


Computed values of energy above the lowest of the compared OMol25 structures with the same formula, charge and spin (unit: kcal/mol) for the preceding records, in sequence: 96.6; 62.0.